# C2H5BO2

A single C2H5BO2 molecule in a non-equilibrium geometry (ωB97M-V/def2-TZVPD, the Open Molecules 2025 dataset).

XYZ file:
```
10
Properties=species:S:1:pos:R:3:forces:R:3:mulliken_spin:R:1
B -1.375728 -1.051267 -1.305256 2.114 3.459 3.691 -0.052
C 0.110174 -0.829823 -0.305256 -3.113 -4.502 3.012 1.189
C 0.991706 0.997500 0.803595 1.888 0.079 -1.146 0.051
O -1.975005 -0.104739 -0.745857 -1.798 0.845 -0.504 0.598
O 0.819228 0.194828 -0.375315 3.056 4.413 -1.753 0.101
H -1.567051 -1.794380 -2.037279 -0.530 -3.133 -2.897 0.064
H -0.269615 -1.038886 0.779392 0.669 -0.547 -1.913 0.056
H 1.849961 1.696125 0.757770 -0.174 -0.651 -0.807 0.000
H 1.254275 0.303177 1.555334 -0.443 -0.449 1.474 -0.009
H 0.162054 1.627465 0.872873 -1.669 0.486 0.843 0.004
```
Positions in Å, forces in eV/Å.

Values from the calculation:
**Orbital gap (alpha / beta)**: 7.68 / 8.49 eV
**Multiplicity**: 3
**Largest force on an atom**: 6.25 eV/Å
**Relative energy (zero: lowest compared OMol25 entry of this formula, charge and spin)**: 210.0 kJ/mol
**E_LUMO (alpha / beta)**: 0.882 / -2.202 eV
**Calculated total energy**: -254.3518 a.u.
**HOMO (alpha / beta)**: -6.80 / -10.69 eV